DFT (ωB97M-V/def2-TZVPD) results for C42H41NO4P2Pd as an isolated structure.

```
! wB97M-V def2-TZVPD RIJCOSX def2/J DEFGRID3
* xyz 0 3
Pd -0.835 1.236 -3.449
P -1.707 -0.990 -2.958
P 2.345 -0.124 -2.021
O -0.681 -0.571 7.339
O -1.051 0.719 0.283
O -0.419 -1.463 0.451
O -1.545 1.441 7.073
N -1.163 0.339 6.613
C -2.957 0.338 -2.320
C 2.171 2.692 -2.265
C -0.692 -1.296 3.287
C -2.122 -0.426 -4.915
C 1.928 0.503 -0.414
C -2.266 1.033 -4.996
C 2.535 3.961 -2.774
C 1.273 -1.328 -2.917
C -2.520 1.688 -2.110
C -3.847 -3.250 -0.282
C 5.035 -0.764 -1.799
C 4.386 2.912 -3.951
C 0.002 -0.410 -6.431
C -4.682 2.499 -2.840
C 0.660 0.220 -5.317
C 4.370 -3.157 -0.454
C -1.702 1.105 4.321
C 3.364 -2.266 -0.839
C 2.845 1.510 -2.707
C -2.624 -3.487 -2.798
C -0.364 2.508 -5.708
C -3.401 2.766 -2.438
C -1.077 -0.289 2.379
C 3.710 -1.124 -1.582
C -0.752 -1.128 4.665
C -1.619 0.895 2.943
C -3.477 -4.499 -2.325
C 5.716 -2.852 -0.771
C 3.693 4.065 -3.559
C -1.328 -1.134 -6.035
C -3.084 -2.204 -0.781
C 6.039 -1.654 -1.433
C -1.761 1.955 -6.108
C 0.366 1.491 -4.837
C -0.016 -1.690 -3.198
C -5.138 1.181 -2.900
C 3.895 1.661 -3.632
C -0.827 -0.359 0.905
C -2.526 -2.283 -2.078
C -4.080 -4.386 -1.070
C -4.306 0.101 -2.615
C -1.235 0.083 5.198
H -0.410 -1.886 5.358
H -0.082 -2.669 -3.716
H -1.978 -1.172 -6.925
H 0.257 2.709 -6.592
H -0.269 0.297 -7.211
H 4.125 -4.092 0.080
H -4.665 -0.939 -2.636
H 1.333 2.653 -1.560
H 4.006 5.064 -3.881
H 5.269 0.191 -2.242
H 0.982 1.967 -4.036
H -1.136 -2.182 -5.747
H 2.015 -2.000 -3.372
H -2.883 -1.303 -0.189
H -4.728 -5.176 -0.693
H -1.733 1.560 -7.163
H -4.262 -3.164 0.724
H -5.347 3.311 -3.073
H -0.497 3.424 -5.097
H -3.082 -0.885 -4.791
H -1.957 1.695 2.283
H -2.994 3.761 -2.338
H 1.835 -0.307 0.306
H 2.763 1.161 -0.131
H 4.335 0.762 -4.053
H -1.583 1.959 -1.545
H 5.293 3.033 -4.527
H -6.157 0.965 -3.196
H -3.261 1.382 -4.688
H 1.604 -0.206 -5.007
H 7.082 -1.410 -1.671
H -3.656 -5.386 -2.953
H -2.052 -3.624 -3.724
H 6.517 -3.557 -0.496
H -0.303 -2.228 2.905
H 0.643 -1.170 -6.882
H 0.995 1.020 -0.508
H -2.445 2.838 -6.160
H 2.335 -2.465 -0.544
H -2.083 2.055 4.728
H 1.896 4.838 -2.559
*
```

Values from the calculation:
HOMO level (spin up / spin down): -5.140 / -7.925 eV
strongest force on any atom: 0.0945 hartree/bohr
molar mass: 792.16 g/mol
frontier orbital gap (spin up / spin down): 0.178 / 0.269 Eh

DFT (ωB97M-V/def2-TZVPD) results for a 14-piece molecular cluster, C25H78O21 overall.

```
! wB97M-V def2-TZVPD RIJCOSX def2/J DEFGRID3
* xyz 0 1
O -2.450 -1.607 -5.125
O -0.404 1.323 0.470
O 1.928 -0.596 -6.558
O 1.505 -3.983 -2.105
O 4.280 0.931 2.464
O -4.209 0.426 -2.677
O -0.874 -0.518 4.908
O -3.373 -3.585 1.870
O 1.628 3.342 0.756
O -4.739 1.957 3.678
O 1.335 4.171 3.477
O 0.754 -6.122 3.303
O -2.865 1.839 -0.563
O 1.079 2.702 -3.909
O -1.816 -5.709 0.823
O -6.191 0.504 1.670
O 4.801 0.339 -2.356
O -5.002 4.124 -0.646
O -1.087 -2.852 -2.993
O 2.179 0.201 -3.811
O 1.981 1.417 3.708
C -2.770 3.118 -1.044
C -3.097 -0.003 -3.367
C 0.220 4.172 2.552
C -0.111 0.608 4.465
C -3.537 -1.122 -4.354
C 4.934 2.201 2.273
C 1.098 -0.562 -4.264
C -0.540 -5.741 2.920
C 1.405 0.241 4.287
C -4.814 0.323 1.863
C -0.439 -0.942 1.004
C 1.570 0.091 -0.263
C 0.039 0.078 -0.016
C -2.979 -3.073 3.108
C 1.308 3.122 -2.560
C -4.172 1.587 2.427
C 2.282 -4.144 -0.940
C -1.964 -3.208 -1.898
C 0.830 -0.322 -5.778
C -4.042 3.750 -1.646
C 5.555 2.215 0.828
C 4.858 -1.088 -2.509
C 0.804 4.446 1.128
C 5.938 2.339 3.374
C -0.528 -5.568 1.435
H 6.378 1.501 0.820
H -4.660 -0.377 2.684
H 6.385 3.323 3.520
H 3.251 -3.681 -1.128
H 2.208 2.708 -2.105
H 0.157 -0.970 1.916
H -2.333 3.787 -0.303
H 5.725 -1.420 -1.939
H -4.110 2.443 1.755
H -0.175 -1.875 0.506
H -4.491 2.994 -2.290
H -5.542 2.461 3.524
H 1.839 0.943 -0.887
H 3.936 -1.540 -2.143
H -0.064 -0.845 -6.117
H 1.905 -3.733 -0.003
H -0.514 -0.170 -0.922
H 2.129 0.211 0.664
H -3.995 -1.948 -3.810
H 0.674 3.421 -4.400
H 5.133 -1.354 -3.530
H 0.659 0.732 -6.000
H 1.320 5.399 1.013
H 1.840 1.098 -3.763
H 4.204 3.003 2.386
H 0.469 2.670 -2.031
H -1.241 -6.529 3.195
H 0.914 -6.257 4.240
H -0.810 -4.806 3.412
H 6.739 1.634 3.154
H -1.672 -2.637 -1.017
H -4.295 -0.721 -5.027
H -1.864 -2.029 -4.492
H -1.518 -0.892 1.144
H -0.362 5.084 2.688
H 4.029 0.554 -2.886
H -3.879 1.073 -2.049
H 2.789 1.113 3.287
H 6.015 3.168 0.568
H 1.428 -1.589 -4.107
H -2.342 -0.333 -2.653
H -3.171 1.225 2.661
H -1.782 -0.232 5.028
H 0.133 -6.280 0.942
H 4.873 1.834 0.067
H -2.623 0.843 -3.865
H -0.237 1.445 5.151
H -2.993 -2.881 -2.050
H 4.788 0.186 2.135
H -6.331 1.026 0.877
H -4.682 4.926 -0.226
H -2.061 1.590 -0.102
H 0.212 -0.299 -3.687
H 2.604 0.085 -6.561
H 0.012 4.586 0.393
H -0.232 -3.193 -2.722
H 5.530 2.056 4.344
H -2.920 -4.412 1.694
H -3.755 4.640 -2.206
H 1.446 -0.615 3.614
H 1.281 4.203 -2.426
H -1.867 -4.246 -1.581
H -1.800 -5.720 -0.137
H -0.522 0.919 3.504
H 1.802 -0.028 5.266
H 2.454 -5.215 -0.828
H 0.367 1.894 0.492
H -1.966 3.179 -1.778
H -3.721 -2.348 3.443
H -2.046 -2.510 3.122
H 1.962 -0.776 -0.794
H 2.453 3.762 0.500
H 1.792 3.326 3.451
H -4.193 0.013 1.022
H -0.406 3.284 2.638
H 2.086 -4.271 -2.813
H -3.001 -3.830 3.892
H -0.056 -4.601 1.256
*
```

Values from the calculation:
HOMO level: -9.402 eV
strongest force on any atom: 0.0531 hartree/bohr
molar mass: 714.88 g/mol
frontier orbital gap: 0.347 Eh

DFT (ωB97M-V/def2-TZVPD) results for C13H30Cl6O3Si2 as an isolated structure.

```
! wB97M-V def2-TZVPD RIJCOSX def2/J DEFGRID3
* xyz 0 1
Cl -3.386 -7.056 5.855
Cl -2.803 -8.043 2.646
Cl 0.281 2.715 -6.517
Cl 1.965 6.902 -2.571
Cl 0.047 7.419 -5.339
Cl -0.357 2.618 -3.129
Si -0.842 2.584 1.541
Si 0.880 2.053 -0.659
O -1.475 -3.469 2.290
O -0.552 1.678 0.160
O 0.792 -3.591 2.380
C -0.460 -4.080 2.526
C 1.678 -0.255 0.717
C 2.353 -1.730 2.655
C 2.706 -1.309 1.210
C -0.549 -5.538 2.985
C 2.231 0.739 -0.331
C 0.936 -2.238 2.856
C 2.466 6.731 -4.273
C -1.114 3.716 -4.388
C -1.287 3.037 -5.724
C -4.154 -6.417 4.378
C -4.351 -7.485 3.331
C 1.791 7.739 -5.169
H 0.808 -0.799 0.325
H 2.551 -0.910 3.356
H 2.784 -2.163 0.531
H 0.740 -2.237 3.940
H -0.490 4.603 -4.469
H 3.053 -2.529 2.947
H -5.119 -6.010 4.673
H -1.978 3.501 1.370
H 3.671 -0.786 1.275
H 2.250 5.712 -4.587
H -2.087 4.017 -4.000
H -1.855 3.677 -6.399
H -3.538 -5.602 4.005
H 2.353 0.187 -1.272
H -1.365 -6.006 2.417
H -4.872 -8.351 3.733
H -0.794 -5.553 4.052
H 3.545 6.878 -4.302
H 3.176 1.203 -0.029
H 1.324 0.288 1.605
H -1.816 2.092 -5.627
H 1.368 3.396 -0.275
H 0.156 -1.613 2.412
H 0.372 3.277 2.023
H -4.938 -7.086 2.506
H 2.221 7.689 -6.169
H 0.535 2.034 -2.067
H 1.912 8.753 -4.797
H 0.426 -5.992 2.788
H -1.189 1.613 2.605
*
```

Values from the calculation:
HOMO level: -8.944 eV
strongest force on any atom: 0.1100 hartree/bohr
molar mass: 503.27 g/mol
frontier orbital gap: 0.353 Eh

DFT (ωB97M-V/def2-TZVPD) results for a 2-piece molecular cluster, C2H7OS overall.

```
! wB97M-V def2-TZVPD RIJCOSX def2/J DEFGRID3
* xyz -1 1
S 0.276 0.559 -1.375
O -1.386 -1.406 -0.210
C -1.634 -1.022 1.098
C 1.881 1.312 -0.907
H 2.075 1.274 0.180
H -2.502 -0.362 1.110
H -0.857 -0.455 1.625
H 2.688 0.805 -1.422
H -1.932 -1.927 1.665
H -0.494 -1.160 -0.644
H 1.886 2.382 -1.118
*
```

Values from the calculation:
HOMO level: -2.476 eV
strongest force on any atom: 0.0345 hartree/bohr
molar mass: 79.14 g/mol
frontier orbital gap: 0.251 Eh

DFT (ωB97M-V/def2-TZVPD) results for C29H44As2MnNOSSb as an isolated structure.

```
! wB97M-V def2-TZVPD RIJCOSX def2/J DEFGRID3
* xyz 0 6
Sb 2.389 -3.009 0.374
As -1.038 2.951 -1.118
As -2.796 1.612 1.394
Mn -0.647 0.442 0.450
S -2.715 -1.794 0.143
O -1.656 -1.469 1.183
N 1.080 0.749 1.749
C -2.668 2.598 -2.133
C -1.799 6.277 1.374
C 0.208 -1.080 -2.393
C -2.345 3.518 1.386
C 1.860 -4.124 -1.379
C 0.573 -0.906 3.492
C 2.606 1.418 -0.067
C -0.215 4.251 -2.328
C 2.287 -2.361 -5.211
C 1.699 3.108 1.587
C 1.911 -1.698 -4.055
C -2.469 1.257 3.320
C 2.801 0.409 3.214
C 1.351 -3.079 -5.944
C 2.176 1.664 1.379
C -4.117 -2.327 1.113
C 3.889 -4.440 0.972
C 0.587 -1.740 -3.609
C -2.697 4.333 2.464
C 0.867 -3.910 1.612
C -0.112 -0.523 -1.354
C 1.437 0.076 2.787
C -0.348 -2.459 -4.358
C 0.032 -3.123 -5.514
C -2.421 5.691 2.468
C -1.708 4.117 0.287
C -2.216 -3.373 -0.528
C 3.251 1.337 2.370
C -1.448 5.487 0.290
H -4.488 -1.441 1.626
H 2.497 3.805 1.329
H -1.378 -2.487 -4.025
H 4.264 -4.196 1.965
H -0.916 5.033 -2.619
H -3.355 2.034 -1.504
H 1.767 -5.178 -1.116
H -0.360 -1.087 2.964
H 0.920 -3.759 -1.789
H 1.647 -3.599 -6.846
H 3.310 -0.035 4.056
H -3.271 1.650 3.944
H -3.794 -3.081 1.829
H 1.108 -1.850 3.612
H 3.466 -5.445 0.987
H -0.025 -3.287 1.634
H 2.836 0.365 -0.227
H 3.317 -2.319 -5.542
H 2.627 -4.007 -2.144
H -2.986 -3.733 -1.209
H -0.704 -3.676 -6.082
H -4.885 -2.716 0.445
H -2.045 -4.075 0.287
H 0.834 3.316 0.959
H -1.519 1.676 3.653
H 0.623 -4.897 1.216
H 1.253 -4.028 2.625
H -2.444 0.173 3.451
H -3.202 3.896 3.318
H 0.112 3.715 -3.219
H 1.799 1.695 -0.748
H -2.411 1.994 -3.004
H -3.139 3.528 -2.446
H -0.952 5.949 -0.555
H -2.700 6.295 3.323
H -1.293 -3.177 -1.072
H 0.658 4.699 -1.854
H 3.484 2.023 -0.300
H 1.411 3.271 2.627
H 4.216 1.824 2.380
H 4.726 -4.418 0.274
H 2.638 -1.141 -3.477
H -1.585 7.338 1.366
H 0.349 -0.529 4.493
*
```

Values from the calculation:
HOMO level (spin up / spin down): -6.083 / -6.385 eV
strongest force on any atom: 0.0024 hartree/bohr
molar mass: 781.29 g/mol
frontier orbital gap (spin up / spin down): 0.239 / 0.248 Eh

DFT (ωB97M-V/def2-TZVPD) results for C39H41BF3N3O3SeY as an isolated structure.

```
! wB97M-V def2-TZVPD RIJCOSX def2/J DEFGRID3
* xyz 1 1
Y -1.265 -0.061 -0.612
Se -0.124 2.594 -1.294
F 6.032 -0.904 -0.932
F 5.779 -0.923 1.225
F 5.959 0.964 0.170
O -2.763 1.381 2.599
O -0.528 -2.174 0.072
O -1.126 -0.219 2.362
N 1.211 -0.046 -0.397
N -2.286 4.328 -0.309
N -0.361 5.282 -0.467
C -0.991 -1.088 -2.734
C -0.751 2.018 -7.023
C 0.030 0.231 8.182
C -2.439 5.631 0.126
C 0.291 -2.920 -0.509
C -0.560 -2.556 -4.257
C 1.514 -3.575 -2.474
C -1.216 -0.233 6.069
C 5.446 -0.275 0.099
C -1.631 0.947 -7.130
C -1.777 -1.507 8.149
C -0.805 -2.647 -2.733
C -0.776 -1.063 -4.069
C 1.757 0.029 0.824
C 0.776 -3.001 -4.762
C -0.644 -0.862 7.342
C 1.703 -3.497 -3.923
C -2.345 0.957 3.843
C -0.758 0.012 -5.079
C -2.202 0.757 6.184
C -2.059 -3.446 -2.395
C 2.010 -0.210 -1.455
C -2.786 1.370 5.081
C 3.945 -0.221 -0.075
C 3.121 -0.054 1.027
C 0.392 -1.941 7.035
C 0.122 2.086 -5.949
C -1.630 -0.049 -6.168
C 0.360 -3.107 -1.923
C -1.238 6.229 0.027
C 0.118 1.087 -4.984
C -3.377 3.365 -0.377
C -1.004 4.114 -0.655
C 1.011 -2.859 -6.228
C -1.378 -0.003 3.715
C 3.387 -0.299 -1.337
C 2.693 -4.091 -1.689
C -0.791 -0.624 4.796
C 1.058 5.508 -0.725
B -2.030 0.643 1.660
H -0.032 -2.763 6.455
H -1.352 -3.036 -4.844
H -0.673 1.015 8.465
H 2.024 -3.137 -6.512
H -0.041 -1.387 4.654
H 2.403 -4.838 -0.950
H 0.819 -1.830 -6.541
H 1.251 -1.545 6.489
H -3.315 2.839 -1.330
H -2.889 -3.103 -3.015
H 1.658 4.956 -0.005
H 3.522 0.001 2.029
H -3.323 2.665 0.449
H -1.914 -4.513 -2.582
H 2.660 -3.820 -4.315
H -3.393 6.004 0.451
H -2.511 -0.773 8.484
H 0.304 -3.484 -6.780
H -2.316 0.889 -7.965
H 0.846 0.697 7.627
H 0.765 -2.359 7.971
H -3.552 2.125 5.187
H -2.529 1.057 7.170
H 1.027 -3.423 0.129
H 1.246 6.573 -0.630
H 0.810 2.917 -5.863
H 1.523 -0.283 -2.420
H 3.206 -3.284 -1.161
H 1.072 0.146 1.655
H -1.374 -1.998 9.036
H -0.923 7.231 0.250
H 1.301 5.177 -1.731
H 0.440 -0.193 9.100
H -2.302 -2.255 7.554
H -4.311 3.919 -0.337
H 3.998 -0.435 -2.217
H 3.416 -4.549 -2.359
H -2.318 -0.882 -6.255
H -0.748 2.794 -7.777
H -2.352 -3.341 -1.348
H 0.802 1.149 -4.146
*
```

Values from the calculation:
HOMO level: -10.023 eV
strongest force on any atom: 0.0311 hartree/bohr
molar mass: 835.45 g/mol
frontier orbital gap: 0.251 Eh

> What is the formula in the fifth record?

C29H44As2MnNOSSb